C4H8O2 in the gas phase in a non-equilibrium geometry. Source: the Open Molecules 2025 dataset; level of theory: ωB97M-V/def2-TZVPD.

The geometry in XYZ format:
```
14
Properties=species:S:1:pos:R:3:forces:R:3
O 0.651027 2.033314 -1.810380 -0.117 0.193 -0.081
C -0.002886 1.074812 -1.506532 0.182 -0.189 0.074
O -0.388819 0.132550 -2.397226 -0.345 0.051 -0.432
C -0.408094 0.667574 -0.126193 -0.074 -0.769 0.700
C 0.519306 -0.441160 0.430033 -0.299 0.309 -0.609
C -0.024936 -0.992486 1.727550 0.406 -0.557 0.467
H -0.215358 0.442701 -3.304005 0.211 0.011 0.401
H -1.440297 0.309590 -0.086320 0.071 -0.069 -0.374
H -0.355305 1.467756 0.588121 0.114 0.792 -0.066
H 0.615824 -1.226176 -0.316668 -0.022 -0.183 -0.012
H 1.510921 -0.003303 0.545590 0.076 -0.070 0.191
H -0.141273 -0.224965 2.487377 -0.124 0.235 0.021
H 0.658204 -1.731188 2.162265 -0.013 0.079 -0.129
H -0.978314 -1.509019 1.606387 -0.065 0.165 -0.151
```
Forces are in eV/Å.

Calculated values
E   -8373.223 eV
ΔE to the lowest compared entry with this formula, charge and spin   5.67 kJ/mol
Orbital gap   11.280 eV
Total charge   0

=====

C4H8O2 in the gas phase in a non-equilibrium geometry. Source: the Open Molecules 2025 dataset; level of theory: ωB97M-V/def2-TZVPD.

The geometry in XYZ format:
```
14
Properties=species:S:1:pos:R:3:forces:R:3
C -0.373001 2.186164 -0.688678 0.401 -0.627 -1.588
C -0.177365 -0.205233 -0.945685 -1.093 -0.659 -0.142
C 0.593673 -1.376379 -0.304777 -1.789 0.190 0.502
C 0.324811 -1.217365 1.209295 -2.844 -0.280 0.911
H 0.082988 3.049649 -0.223756 0.479 -0.228 0.458
H -1.353904 2.014098 -0.222742 0.302 -0.188 -0.171
H -0.492674 2.514510 -1.773676 -0.114 -0.717 1.134
H -1.235132 -0.205707 -0.501471 1.445 0.057 -0.591
H -0.297901 -0.422053 -2.037701 0.332 0.721 0.534
H 1.631387 -1.351087 -0.496794 1.312 0.430 -0.183
H 0.292457 -2.386252 -0.742418 -0.135 1.210 0.934
H 1.011393 -1.660026 1.953346 0.294 0.203 -0.325
O 0.502907 1.004916 -0.605679 -1.340 0.835 -0.270
O -0.733822 -0.739450 1.658714 2.751 -0.947 -1.205
```
Forces are in eV/Å.

Calculated values
E   -8371.139 eV
ΔE to the lowest compared entry with this formula, charge and spin   206.75 kJ/mol
Orbital gap   10.867 eV
Total charge   0

=====

C4H8O2 in the gas phase in a non-equilibrium geometry. Source: the Open Molecules 2025 dataset; level of theory: ωB97M-V/def2-TZVPD.

The geometry in XYZ format:
```
14
Properties=species:S:1:pos:R:3:forces:R:3
C 0.668078 -0.240780 0.308223 0.529 0.195 1.318
C 0.797206 1.336797 0.095122 0.710 -2.130 -1.180
C -0.671761 1.277856 -0.095857 -3.302 1.968 -0.267
C -0.724959 -0.210384 -0.404281 1.294 -0.760 -0.570
H 2.558493 -0.877973 0.201245 -2.943 -0.877 -1.153
H 0.555825 -0.389134 1.438226 -0.323 0.015 -1.280
H 1.295338 1.512755 -0.890606 -0.137 0.158 0.972
H 1.134294 1.939736 0.911638 0.616 0.256 0.254
H -1.044523 1.987385 -0.857978 -0.152 -0.430 0.279
H -1.295074 1.477841 0.828412 0.841 -0.174 -0.767
H -0.683383 -0.519911 -1.512740 0.286 0.777 1.648
H -1.965943 -0.832990 1.001031 -0.056 0.631 1.620
O 1.622553 -1.151874 -0.180411 2.822 1.076 0.929
O -1.743354 -1.007957 0.113102 -0.187 -0.707 -1.804
```
Forces are in eV/Å.

Calculated values
E   -8371.027 eV
ΔE to the lowest compared entry with this formula, charge and spin   217.56 kJ/mol
Orbital gap   10.596 eV
Total charge   0

=====

C4H8O2 in the gas phase in a non-equilibrium geometry. Source: the Open Molecules 2025 dataset; level of theory: ωB97M-V/def2-TZVPD.

The geometry in XYZ format:
```
14
Properties=species:S:1:pos:R:3:forces:R:3
C -1.830390 -0.546330 -0.140892 0.008 0.233 -0.092
C -0.507506 -0.561367 -0.853220 -0.047 1.104 -0.208
O 0.133461 1.054010 -0.521677 -0.078 -1.603 0.015
C 1.247848 1.273059 0.318183 -0.021 -0.762 0.088
C 1.576238 -0.104483 0.862523 0.523 0.064 0.407
O 2.488908 -0.492908 1.532354 -0.083 0.292 -0.062
H -2.179561 0.481885 -0.147753 -0.308 -0.046 0.124
H -1.774913 -0.913540 0.892313 0.160 0.147 -0.244
H -2.549470 -1.183322 -0.670267 0.123 0.083 -0.007
H -0.078299 -1.608723 -0.806350 0.476 1.543 0.271
H -0.489954 -0.252077 -1.875233 -0.626 -0.192 -0.628
H 1.034888 1.950465 1.169290 -0.146 -0.222 -0.413
H 2.146341 1.648136 -0.207203 -0.433 -0.020 -0.060
H 0.782415 -0.744805 0.447932 0.453 -0.622 0.809
```
Forces are in eV/Å.

Calculated values
E   -8369.370 eV
ΔE to the lowest compared entry with this formula, charge and spin   377.40 kJ/mol
Orbital gap   10.491 eV
Total charge   0

=====

C4H8O2 in the gas phase. Source: the Open Molecules 2025 dataset; level of theory: ωB97M-V/def2-TZVPD.

The geometry in XYZ format:
```
14
Properties=species:S:1:pos:R:3:forces:R:3
C 1.860968 0.151171 -0.380924 -0.014 0.049 -0.031
C 0.930918 -0.615434 0.521559 0.226 -0.103 -0.143
O 0.308380 0.137763 1.557914 0.036 0.152 0.214
C -0.525551 -0.428547 0.560593 -0.143 -0.091 -0.135
C -1.302353 0.533222 -0.322126 0.343 0.167 0.019
O -2.466260 -0.065082 -0.851224 -0.217 -0.074 0.112
H 1.377531 1.022746 -0.829156 0.029 -0.111 0.076
H 2.248126 -0.483603 -1.183971 -0.097 0.037 0.102
H 2.711774 0.514306 0.203191 -0.058 -0.077 -0.053
H 1.314762 -1.582368 0.856447 -0.067 0.158 -0.025
H -1.130440 -1.264731 0.915438 0.027 0.032 -0.052
H -0.710160 0.844104 -1.186191 -0.055 -0.014 0.106
H -1.531144 1.433939 0.263710 -0.005 -0.100 -0.058
H -3.086550 -0.197490 -0.125265 -0.005 -0.024 -0.132
```
Forces are in eV/Å.

Calculated values
E   -8371.222 eV
ΔE to the lowest compared entry with this formula, charge and spin   198.72 kJ/mol
Orbital gap   11.179 eV
Total charge   0

=====

C4H8O2 in the gas phase. Source: the Open Molecules 2025 dataset; level of theory: ωB97M-V/def2-TZVPD.

The geometry in XYZ format:
```
14
Properties=species:S:1:pos:R:3:forces:R:3
C 1.840388 0.336623 -0.167814 0.006 0.123 0.024
C 0.908682 -0.606223 0.530144 0.274 -0.136 -0.177
O -0.011564 -0.114490 1.498321 -0.087 -0.009 0.081
C -0.524561 -0.649088 0.269492 -0.278 0.044 -0.283
C -1.303439 0.334884 -0.588989 0.463 -0.189 -0.036
O -2.676185 0.322495 -0.254449 -0.055 -0.043 0.260
H 1.308007 1.220042 -0.525909 0.164 -0.048 0.060
H 2.284163 -0.178788 -1.027634 -0.034 0.117 0.131
H 2.644369 0.646125 0.503397 -0.023 0.033 -0.088
H 1.362654 -1.550557 0.842642 -0.045 0.145 -0.114
H -0.970472 -1.639906 0.344797 -0.281 0.175 0.135
H -1.243503 0.050906 -1.642274 0.021 -0.009 0.044
H -0.896865 1.350166 -0.477851 0.063 -0.246 -0.002
H -2.721673 0.477815 0.696130 -0.189 0.041 -0.036
```
Forces are in eV/Å.

Calculated values
E   -8371.284 eV
ΔE to the lowest compared entry with this formula, charge and spin   192.72 kJ/mol
Orbital gap   11.408 eV
Total charge   0

=====

2 unconnected molecules or ions with the total composition C4H8O2. Source: the Open Molecules 2025 dataset; level of theory: ωB97M-V/def2-TZVPD.

The geometry in XYZ format:
```
14
Properties=species:S:1:pos:R:3:forces:R:3
C 1.487101 -1.868618 -0.187755 0.269 -0.135 -0.053
C 0.062146 -0.664005 1.238722 -0.330 0.046 0.284
O 0.223336 -1.254610 0.044927 -0.222 -0.014 0.144
C -0.836662 1.716741 -1.194171 -0.078 0.048 0.104
C -1.554730 1.877685 -0.088903 0.075 0.012 -0.153
O -1.012938 -0.389404 1.687081 0.492 -0.124 -0.173
H 1.908965 -2.256184 0.745463 -0.014 0.038 -0.155
H 2.195807 -1.175347 -0.651627 -0.161 -0.023 0.057
H 1.297167 -2.703445 -0.862938 0.084 0.111 0.077
H 1.015209 -0.459608 1.763264 -0.097 -0.063 -0.049
H -0.042249 2.406318 -1.470278 -0.121 -0.065 0.050
H -1.010998 0.878059 -1.863632 0.011 0.119 0.093
H -2.328280 1.170981 0.195562 0.105 0.128 -0.082
H -1.376097 2.700159 0.600000 -0.013 -0.077 -0.143
```
Forces are in eV/Å.

Calculated values
E   -8371.232 eV
ΔE to the lowest compared entry with this formula, charge and spin   197.77 kJ/mol
Orbital gap   10.666 eV
Total charge   0

=====

A molecular structure, C4H8O2. Source: the Open Molecules 2025 dataset; level of theory: ωB97M-V/def2-TZVPD.

The geometry in XYZ format:
```
14
Properties=species:S:1:pos:R:3:forces:R:3
O 1.850241 -0.786350 0.658327 -0.089 0.033 0.290
C 1.586693 0.330404 -0.159979 -0.029 0.237 -0.247
C 0.105074 0.592396 -0.339441 0.237 0.013 -0.234
C -0.793791 -0.613329 -0.632414 -0.011 -0.129 -0.070
C -1.647958 -0.053083 0.507245 -0.291 -0.187 0.054
O -0.585431 0.836356 0.905554 0.069 0.077 0.091
H 1.423964 -0.609586 1.507880 0.065 -0.070 -0.064
H 2.084261 1.235021 0.223669 -0.114 -0.124 -0.032
H 2.009807 0.107230 -1.145845 -0.010 0.045 0.116
H -0.036719 1.436485 -1.031692 0.011 -0.112 0.089
H -1.234154 -0.696638 -1.627239 0.023 0.048 0.154
H -0.291607 -1.541394 -0.350563 -0.107 0.089 -0.116
H -1.933941 -0.738196 1.312253 0.058 0.105 -0.104
H -2.536439 0.500683 0.172246 0.186 -0.024 0.072
```
Forces are in eV/Å.

Calculated values
E   -8371.394 eV
ΔE to the lowest compared entry with this formula, charge and spin   182.14 kJ/mol
Orbital gap   10.902 eV
Total charge   0

=====

A molecular structure, C4H8O2. Source: the Open Molecules 2025 dataset; level of theory: ωB97M-V/def2-TZVPD.

The geometry in XYZ format:
```
14
Properties=species:S:1:pos:R:3:forces:R:3
C 0.568833 1.331441 1.202286 -0.388 -0.236 0.067
C 0.548410 0.188028 0.172668 -0.453 -0.159 -0.237
C -0.818128 -1.144763 -0.428990 -0.026 0.020 0.592
O -0.122779 -2.314755 -0.580671 0.015 -0.230 0.489
C -0.015037 0.606942 -1.076583 0.335 0.587 -0.512
O -0.949897 1.401575 -1.128819 0.505 0.350 -0.483
H 0.685349 2.276267 0.643341 -0.107 -0.409 0.108
H 1.394865 1.283282 1.928347 -0.335 -0.418 -0.283
H -0.369308 1.437187 1.740244 -0.064 -0.028 0.149
H 1.405200 -0.489855 0.207564 -0.263 0.166 -0.425
H -1.567458 -1.073096 0.355543 0.172 -0.086 0.347
H -1.348238 -0.999247 -1.388204 0.562 0.441 0.646
H 0.155071 -2.596490 0.295237 0.178 -0.278 0.020
H 0.433117 0.093484 -1.941964 -0.132 0.281 -0.477
```
Forces are in eV/Å.

Calculated values
E   -8369.561 eV
ΔE to the lowest compared entry with this formula, charge and spin   359.04 kJ/mol
Orbital gap   9.456 eV
Total charge   0

=====

2 unconnected molecules or ions with the total composition C4H8O2 in a non-equilibrium geometry. Source: the Open Molecules 2025 dataset; level of theory: ωB97M-V/def2-TZVPD.

The geometry in XYZ format:
```
14
Properties=species:S:1:pos:R:3:forces:R:3
C 1.776759 -0.213613 0.048715 0.826 2.570 -0.092
C 1.058576 1.126689 0.195591 -1.824 1.613 -0.720
C -1.446818 -0.847481 -0.199369 -1.794 -0.304 -0.226
C -2.228992 0.258928 -0.155820 0.044 -1.069 2.303
H 1.544366 -2.149803 -0.184611 -0.346 2.134 1.403
H 1.761098 2.043359 0.128637 -0.763 -2.045 -0.301
H 0.247294 1.209121 -0.673541 1.825 -0.111 1.860
H 0.522243 1.321907 1.143751 -0.009 -0.696 -0.456
H -1.799776 -1.845255 0.197076 0.092 1.285 -0.505
H -0.469018 -0.946261 -0.659644 -0.753 0.614 0.017
H -3.199161 0.242413 0.453230 1.352 -0.124 -1.217
H -1.815243 1.263353 -0.265211 -0.250 -0.313 -0.719
O 2.893916 -0.111654 -0.362870 1.084 -1.292 -0.538
O 1.154762 -1.351698 0.334065 0.515 -2.261 -0.809
```
Forces are in eV/Å.

Calculated values
E   -8370.869 eV
ΔE to the lowest compared entry with this formula, charge and spin   232.79 kJ/mol
Orbital gap   10.603 eV
Total charge   0

=====

C4H8O2 in the gas phase. Source: the Open Molecules 2025 dataset; level of theory: ωB97M-V/def2-TZVPD.

The geometry in XYZ format:
```
14
Properties=species:S:1:pos:R:3:forces:R:3
C 0.279122 0.352309 -2.092945 -0.002 0.024 0.014
C -0.156100 -0.845709 -1.262173 -0.024 -0.063 -0.244
O -0.012062 -0.680837 0.134643 0.055 -0.127 -0.022
C 0.078470 -0.163393 2.675322 -0.012 0.059 -0.089
C -0.496044 0.695073 1.840649 0.073 -0.026 0.196
O -0.788733 0.458296 0.526349 0.108 0.078 0.079
H 1.259224 0.714685 -1.765053 -0.145 -0.088 -0.045
H -0.437816 1.174562 -2.022143 0.109 -0.135 0.020
H 0.353476 0.052269 -3.144889 -0.022 0.057 0.179
H -1.181713 -1.157104 -1.502358 0.106 0.104 0.037
H 0.510155 -1.698893 -1.432557 -0.130 0.087 -0.066
H 0.333239 0.133805 3.685395 -0.195 0.043 -0.138
H 0.321069 -1.167701 2.351427 0.077 0.184 0.101
H -0.789747 1.711451 2.093887 0.001 -0.196 -0.021
```
Forces are in eV/Å.

Calculated values
E   -8368.988 eV
ΔE to the lowest compared entry with this formula, charge and spin   414.31 kJ/mol
Orbital gap   10.025 eV
Total charge   0

=====

C4H8O2 in the gas phase. Source: the Open Molecules 2025 dataset; level of theory: ωB97M-V/def2-TZVPD.

The geometry in XYZ format:
```
14
Properties=species:S:1:pos:R:3:forces:R:3
C -0.749598 1.242921 -0.232033 -0.066 0.015 -0.094
C -1.050902 -0.120054 -0.506304 -0.149 0.032 0.242
O -1.109265 -0.578405 -1.780248 0.049 -0.028 -0.052
C 0.641557 -0.047229 -0.142426 0.056 -0.033 0.235
O 1.277327 -0.333640 -1.200230 -0.034 0.022 -0.006
C 0.838961 -0.734411 1.206250 0.035 -0.064 0.059
H -1.010224 1.689390 0.725191 0.058 -0.106 -0.152
H -0.542793 1.905742 -1.068703 -0.024 -0.074 0.122
H 0.747077 1.122285 0.169525 0.061 -0.027 -0.009
H -1.603603 -0.689437 0.240697 0.087 0.099 -0.132
H -0.132092 -0.717208 -1.997558 -0.053 0.036 -0.053
H 1.882148 -0.623654 1.511515 -0.115 0.007 -0.026
H 0.623070 -1.800462 1.093603 0.018 0.152 -0.009
H 0.188335 -0.315840 1.980722 0.078 -0.030 -0.126
```
Forces are in eV/Å.

Calculated values
E   -8369.155 eV
ΔE to the lowest compared entry with this formula, charge and spin   398.21 kJ/mol
Orbital gap   9.405 eV
Total charge   0

=====

Q: Look up the ΔE to the lowest compared entry with this formula, charge and spin of the ninth one.
A: 359.04 kJ/mol

=====

Q: What is the orbital gap in the twelfth record?
A: 9.405 eV

=====

Q: What is the formula in the eleventh record?
A: C4H8O2

=====

What did the ninth record say?
A molecular structure, C4H8O2. Source: the Open Molecules 2025 dataset; level of theory: ωB97M-V/def2-TZVPD.

The geometry in XYZ format:
```
14
Properties=species:S:1:pos:R:3:forces:R:3
C 0.568833 1.331441 1.202286 -0.388 -0.236 0.067
C 0.548410 0.188028 0.172668 -0.453 -0.159 -0.237
C -0.818128 -1.144763 -0.428990 -0.026 0.020 0.592
O -0.122779 -2.314755 -0.580671 0.015 -0.230 0.489
C -0.015037 0.606942 -1.076583 0.335 0.587 -0.512
O -0.949897 1.401575 -1.128819 0.505 0.350 -0.483
H 0.685349 2.276267 0.643341 -0.107 -0.409 0.108
H 1.394865 1.283282 1.928347 -0.335 -0.418 -0.283
H -0.369308 1.437187 1.740244 -0.064 -0.028 0.149
H 1.405200 -0.489855 0.207564 -0.263 0.166 -0.425
H -1.567458 -1.073096 0.355543 0.172 -0.086 0.347
H -1.348238 -0.999247 -1.388204 0.562 0.441 0.646
H 0.155071 -2.596490 0.295237 0.178 -0.278 0.020
H 0.433117 0.093484 -1.941964 -0.132 0.281 -0.477
```
Forces are in eV/Å.

Calculated values
E   -8369.561 eV
ΔE to the lowest compared entry with this formula, charge and spin   359.04 kJ/mol
Orbital gap   9.456 eV
Total charge   0